Entry from the Open Molecules 2025 dataset: C2H4N3 as an isolated structure at a distorted geometry (ωB97M-V/def2-TZVPD).

Cartesian coordinates (Å):
C1 -1.236 0.007 -0.510
C2 1.378 0.319 -0.010
N1 1.017 -0.478 1.126
N2 0.132 0.391 0.730
N3 -2.339 0.085 -0.783
H1 1.948 1.117 0.262
H2 1.462 -0.139 -1.085
H3 0.993 -1.559 1.390
H4 -3.355 0.257 -1.120

The net charge is +1. The calculation puts the largest force on an atom at 4.1 eV/A. For the relative energy (zero: lowest compared OMol25 entry of this formula, charge and spin), the calculation gives 521.6 kJ/mol. The calculation puts the gap between HOMO and LUMO at 0.3579 Ha. The calculation puts the HOMO energy at -15.63 eV.

Entry from the Open Molecules 2025 dataset: a 2-piece molecular cluster, C2H4N3O overall at a distorted geometry (ωB97M-V/def2-TZVPD).

Cartesian coordinates (Å):
C1 -1.741 0.432 0.179
C2 1.648 0.248 -0.083
N1 -2.165 -0.600 -0.310
N2 -0.117 -1.388 0.339
N3 0.646 -0.590 0.189
O1 -1.094 1.281 0.580
H1 2.698 -0.346 -0.161
H2 1.848 0.948 0.825
H3 1.298 0.894 -1.023
H4 -3.022 -0.880 -0.534

The net charge is +1. The calculation puts the largest force on an atom at 6.2 eV/A. For the relative energy (zero: lowest compared OMol25 entry of this formula, charge and spin), the calculation gives 218.4 kJ/mol. The calculation puts the gap between HOMO and LUMO at 0.3741 Ha. The calculation puts the HOMO energy at -15.82 eV.

Entry from the Open Molecules 2025 dataset: an isolated ion of composition C2H4N3O and charge +1 at a distorted geometry (ωB97M-V/def2-TZVPD).

Cartesian coordinates (Å):
C1 1.727 -0.871 0.548
C2 -0.314 0.509 0.046
N1 2.995 -0.725 0.307
N2 2.026 0.993 -0.503
N3 1.094 0.302 0.027
O1 3.174 0.424 -0.325
H1 1.106 -1.473 1.149
H2 -0.698 1.394 -0.516
H3 -0.860 -0.377 -0.365
H4 -0.584 0.509 1.128

The net charge is +1. Its SMILES is C[n+]1cnon1. The calculation puts the largest force on an atom at 4.4 eV/A. For the relative energy (zero: lowest compared OMol25 entry of this formula, charge and spin), the calculation gives 368.2 kJ/mol. The calculation puts the gap between HOMO and LUMO at 0.4489 Ha. The calculation puts the HOMO energy at -18.23 eV.